This record from the Open Molecules 2025 dataset describes C2H9N5O as an isolated structure in a non-equilibrium geometry. The level of theory is ωB97M-V with the def2-TZVPD basis set.

gap between HOMO and LUMO	0.334	Ha
energy relative to the best compared isomer or geometry (same formula, charge and spin)	222.5	kcal/mol
E_HOMO	-8.49	eV

```
17
C2H9N5O, DFT ωB97M-V with the def2-TZVPD basis set
C -1.28 -1.77 1.90
C 0.09 0.71 -0.15
H -0.58 -2.91 1.72
H -2.30 -2.04 1.47
H -1.46 -1.17 2.74
H 0.58 -1.60 1.48
H 0.42 -1.04 -0.86
H -0.49 1.14 -1.95
H 0.94 0.52 -3.17
H 0.22 2.37 0.60
H 2.04 2.03 -0.86
N -0.25 -1.15 1.17
N -0.19 0.29 1.04
N 0.84 -0.14 -1.10
N 0.16 0.19 -2.43
N 0.12 2.01 -0.36
O 1.15 2.57 -1.25
```

Results of the natural (NBO) charge analysis, in e, for atoms 1 through 5: C -0.361; C 0.486; H 0.179; H 0.184; H 0.181